Formula: C46H36F5O6P2S2Yb
Source: OMol25
Level of theory: ωB97M-V/def2-TZVPD

Output
HOMO-LUMO gap (alpha / beta) (eV): 8.42 / 8.30
HOMO energy (alpha / beta) (eV): -8.070 / -8.074
DFT total energy (a.u.): -5363.11631
Multiplicity: 2
Lowest unoccupied orbital energy (alpha / beta) (eV): 0.3 / 0.2

```
98
C46H36F5O6P2S2Yb ωB97M-V/def2-TZVPD
Yb -0.55908 -0.14745 -0.19000
S 6.28118 -0.68665 -6.51761
S -3.24000 0.29848 -0.22594
P -0.50682 1.60874 2.07583
P 2.14651 -0.47724 3.04070
F -1.47773 4.56663 -2.43062
F -3.78000 4.95306 -3.84542
F -5.82379 3.17643 -3.58578
F -5.59920 1.06735 -1.96406
F -1.24364 2.44522 -0.78632
O -0.90892 -3.96473 1.26057
O 1.20226 -1.97017 -0.57162
O -1.33471 -2.14270 -1.60737
O 1.78698 -3.87083 -1.58193
O 4.93883 -2.98041 -6.63258
O -0.87070 -1.71736 1.10667
C 5.17403 0.90842 6.25633
C -1.19851 -2.92638 0.71534
C 3.40333 0.11365 4.24090
C -2.95979 5.47964 2.51284
C -0.81318 4.39742 2.44376
C 2.16824 0.89842 1.80138
C 3.10297 -4.13717 1.54119
C -2.19770 -0.75604 4.95597
C 2.61863 0.08352 -5.01431
C 4.59444 0.76703 3.92664
C 4.09324 -1.56605 1.22478
C 2.49810 -3.06926 2.19932
C -3.57996 4.25870 2.27395
C -4.56196 1.90552 -2.05380
C 2.85144 0.16108 -3.63892
C -1.58854 -0.32237 6.12232
C 1.26382 2.07754 2.17021
C -1.43127 3.17277 2.21787
C 2.99918 -1.77831 2.06551
C 5.90457 -2.37456 -6.99948
C -3.40552 1.67445 -1.31818
C -0.26400 -2.83331 -2.24144
C -0.63775 0.69167 6.07218
C -4.69336 2.99445 -2.89838
C -3.65588 3.89957 -3.03478
C -2.82161 3.10978 2.12572
C 5.19358 -0.27144 -4.04213
C 4.15360 -0.01150 -3.16528
C 5.47359 1.16087 4.92317
C -0.89679 0.81628 3.67770
C -1.57882 5.54814 2.59475
C 4.94937 -0.35426 -5.40823
C -1.99510 -2.93446 -0.59270
C 6.95418 -2.96223 -7.91168
C 3.99222 0.26405 6.58643
C -0.29922 1.26001 4.85656
C 0.85658 0.48698 -1.91602
C 1.76865 0.37388 -2.71913
C 4.19586 -3.91444 0.71418
C 3.65878 -0.16759 -5.89099
C 4.68138 -2.62044 0.54462
C 0.97002 -2.85058 -1.36443
C -2.48868 3.70311 -2.31946
C 3.11304 -0.12593 5.58371
C -1.85156 -0.18976 3.73507
C -2.39696 2.60727 -1.48472
H 6.39478 1.66437 4.65928
H 4.33626 0.04915 -2.10024
H 1.61324 0.22797 -5.38683
H 4.85679 0.97260 2.89540
H -3.30746 2.16196 1.92179
H -0.56049 -3.84326 -2.52522
H -4.65791 4.20193 2.19667
H -1.09017 6.49749 2.77134
H -3.55447 6.37613 2.63028
H -0.00670 -2.26108 -3.13454
H -1.85023 -0.77158 7.07165
H 3.75051 0.06596 7.62259
H 0.43678 2.05510 4.83448
H 5.86136 1.21727 7.03327
H 3.17654 1.28265 1.63622
H 0.26508 4.47358 2.50006
H -2.96252 -2.45893 -0.43889
H 4.67546 -4.74302 0.20899
H 6.19916 -0.41603 -3.66888
H 2.18365 -0.62100 5.84138
H 3.47210 -0.22492 -6.95503
H 7.54841 -3.66839 -7.33045
H 4.48765 -0.56610 1.08226
H 1.52862 2.50637 3.13835
H -0.16644 1.04286 6.98117
H -2.93722 -1.54511 4.98866
H 1.62101 -3.24222 2.81309
H 1.87296 0.46366 0.84734
H 7.61477 -2.20320 -8.32706
H 2.70717 -5.13828 1.66757
H 6.45730 -3.50838 -8.71110
H -2.11808 -3.96903 -0.91117
H 2.55525 -3.76174 -0.97923
H -2.32716 -0.54206 2.82841
H 5.52708 -2.44097 -0.10619
H 1.40102 2.86202 1.41928
```

Formula: C46H36HfIN4O2P2S
Source: OMol25
Level of theory: ωB97M-V/def2-TZVPD

Output
Net charge: +3
HOMO-LUMO gap (eV): 5.24
HOMO energy (eV): -15.019
DFT total energy (a.u.): -3569.82661
Lowest unoccupied orbital energy (eV): -9.8

```
93
C46H36HfIN4O2P2S ωB97M-V/def2-TZVPD
Hf 0.30379 0.55427 0.90463
I 0.87161 -0.01643 9.56017
S 5.96719 5.55242 -0.37648
P -1.36065 -3.32093 -0.09976
P -3.04421 -0.53839 -0.39345
O 1.18038 -0.36066 2.53690
O -0.06155 1.40543 2.73640
N 4.38654 5.80983 -0.22022
N 6.01271 3.95434 -0.19509
N 0.70123 2.71207 0.43626
N 2.43828 0.69734 0.31543
C 0.11359 5.02411 0.38829
C 0.77853 0.13727 7.52726
C -0.30491 -4.76691 0.24180
C -6.73225 -2.14802 -0.30468
C -7.50952 -1.18537 0.31717
C -0.10816 -6.82852 1.48734
C -0.81026 -3.22855 -2.77005
C -1.83649 -1.39409 2.05609
C 3.27771 -0.34853 0.36982
C 0.94985 -1.08769 -2.82251
C 0.62126 -1.72979 -4.00505
C -0.21670 3.67932 0.52295
C -2.79667 1.08861 -1.18526
C 1.44283 -0.81106 6.73248
C -3.80079 1.84142 -1.79757
C 1.38564 -0.70836 5.36546
C -2.41773 -0.16279 1.34058
C -5.59670 0.24759 0.54554
C 2.95494 1.95002 0.20081
C 0.05433 1.19187 6.94826
C 3.82644 4.61516 -0.07629
C -6.94480 0.01509 0.74277
C 4.65453 -0.19150 0.28905
C -0.77908 -2.20969 1.28736
C 1.99930 3.05007 0.23447
C 0.59809 0.45556 3.37934
C -4.80471 -0.71641 -0.08712
C 5.18042 1.07640 0.13979
C -0.50106 -2.60531 -1.55689
C -3.48306 2.92905 -2.59951
C 1.67378 -6.13137 0.02976
C 1.42842 5.37283 0.16767
C -2.15944 3.29431 -2.82860
C 1.14605 -7.04404 0.93342
C -0.00771 1.30008 5.58195
C 0.65819 0.34958 4.77876
C 0.38850 -1.54366 -1.63479
C 2.40332 4.36883 0.09277
C -0.25820 -2.80515 -3.96893
C -0.83517 -5.70166 1.13377
C -1.13809 2.56968 -2.23344
C 0.95478 -4.99472 -0.31112
C -5.37764 -1.91542 -0.50974
C -1.48795 1.49543 -1.42970
C 4.75272 3.55888 -0.06043
C 4.31828 2.17971 0.09329
H -8.56501 -1.36438 0.47208
H 1.70474 -7.93320 1.19245
H -7.17662 -3.07693 -0.63434
H -0.64820 0.85714 -1.08807
H 0.07203 -1.59009 0.93304
H -1.72632 0.71537 1.30492
H 1.04761 -1.40310 -4.94339
H -0.52202 -3.31726 -4.88442
H -1.49866 -4.06618 -2.77388
H -3.20335 0.30461 1.94094
H -7.56166 0.76369 1.22073
H -2.68562 -2.05986 2.23574
H 1.37675 -4.29970 -1.02744
H 5.28988 -1.06416 0.33513
H 1.99591 -1.61096 7.20328
H 1.89569 -1.43028 4.74250
H -4.76798 -2.66464 -1.00014
H -4.83804 1.56300 -1.66416
H -1.92852 4.12472 -3.48174
H -1.24147 3.37479 0.69616
H 2.64144 -6.31309 -0.41842
H 1.64359 -0.25552 -2.82466
H 6.24926 1.23486 0.06307
H -0.66584 5.76844 0.46245
H -0.44534 1.91169 7.58021
H -1.83258 -5.56694 1.53837
H 2.83697 -1.33288 0.47932
H 0.76808 -1.01520 -0.74197
H -4.27895 3.49002 -3.07081
H -0.10172 2.82214 -2.41815
H -0.55787 2.10937 5.12226
H -1.46887 -1.12838 3.05164
H -5.16629 1.18943 0.87071
H 1.72318 6.40970 0.06186
H -0.52992 -7.54992 2.17378
H -0.23909 -2.86112 1.97786
```

Formula: C46H36IN13O2S2V
Source: OMol25
Level of theory: ωB97M-V/def2-TZVPD

Output
HOMO-LUMO gap (alpha / beta) (eV): 5.58 / 5.42
HOMO energy (alpha / beta) (eV): -6.385 / -6.388
DFT total energy (a.u.): -4675.06510
Multiplicity: 4
Lowest unoccupied orbital energy (alpha / beta) (eV): -0.8 / -1.0

```
101
C46H36IN13O2S2V ωB97M-V/def2-TZVPD
I 2.61081 5.67556 -0.43743
V -0.49773 0.59926 0.30750
S 3.62426 -2.18482 1.79532
S 4.01724 -3.32241 -0.96351
O -4.25234 -4.46077 2.62740
O -0.31521 -0.58098 -1.39622
N -4.86237 -6.50952 3.12097
N -4.80314 0.01559 0.70758
N 3.00898 -0.97276 -0.53927
N -2.65785 -0.22808 0.45673
N -1.29605 2.40507 1.34603
N 1.47459 1.63162 0.42871
N -1.34583 1.72415 -1.19391
N -5.96885 -5.68992 3.22372
N -0.11546 -2.35282 3.56951
N -1.28689 1.23281 -2.45535
N -4.64966 -0.48945 -0.53192
N 0.37114 -2.98003 2.47951
N -0.04694 -0.95862 1.82225
C 0.09722 -2.61153 -4.98902
C -1.76546 3.91803 3.13368
C 2.73658 -0.16395 -2.84570
C 0.20116 -6.71473 2.22815
C -5.86473 -2.18335 2.14901
C -3.87518 -5.75674 2.77075
C -0.58218 -0.66637 -3.74813
C 1.58227 2.86604 -0.06177
C 2.91523 -0.42361 -4.19220
C -2.69251 4.30413 0.96261
C -6.56759 -0.99066 2.12725
C -2.55486 4.68022 2.28825
C 3.62327 -2.35507 -2.35163
C -2.09480 2.73778 -0.91566
C -3.35248 -0.61429 -0.65169
C -8.20343 -1.94344 3.61941
C 3.09412 -1.12989 -1.90576
C -6.13274 0.16989 1.26206
C -1.00476 -0.06213 -4.92964
C 3.43814 -1.64347 -4.62189
C 3.79202 -2.61920 -3.70367
C 3.51154 -1.98711 0.10826
C -0.02684 -1.94173 -3.78382
C -1.51451 -5.09125 2.60740
C 2.36722 1.21761 1.33224
C -2.92139 3.42035 -1.95792
C -0.87017 -0.73100 -6.13481
C 0.43649 -2.13718 1.45258
C 3.36467 2.04893 1.81531
C 0.89394 -4.32804 2.55295
C 2.54858 3.75570 0.36759
C -3.60983 0.15375 1.29032
C -2.09649 -7.42054 2.35134
C -0.36040 -1.14436 3.13140
C -6.32884 -3.25365 2.90836
C -0.17196 -5.39277 2.44938
C -1.15900 2.78818 2.61185
C 3.45978 3.34409 1.33148
C -0.70381 0.02529 -2.44023
C -7.73483 -0.87269 2.87415
C -2.47315 -6.09952 2.56166
C -5.56944 -4.49984 2.93596
C -0.32238 -2.00744 -6.16557
C -0.75424 -7.71922 2.18098
C -7.50577 -3.14015 3.63864
C -2.03545 3.16541 0.49975
H -3.44353 2.66332 -2.54488
H -9.11412 -1.84139 4.19370
H -2.88270 -0.98774 -1.54438
H 4.22721 4.01720 1.68866
H -3.05008 5.57036 2.65207
H -1.43325 0.92904 -4.89002
H 2.63376 0.32336 -4.92370
H 1.43033 -4.40511 3.49948
H -6.18138 1.10809 1.81729
H -1.82324 -4.07241 2.79486
H -8.28623 0.06029 2.86625
H 4.06252 1.66963 2.54825
H -2.27685 3.96153 -2.65434
H -4.95812 -2.30221 1.56983
H 2.32902 0.77971 -2.50476
H 0.85187 3.15185 -0.80982
H -0.44937 -8.74215 2.00717
H -0.21813 -2.52834 -7.10874
H -7.85145 -3.98384 4.21925
H -3.28443 4.90598 0.29149
H 0.54232 -3.59736 -5.01194
H 1.64485 -4.41757 1.76709
H -6.79300 0.25935 0.39936
H -0.53101 2.15710 3.23063
H 4.20363 -3.56363 -4.03610
H 0.32709 -2.38517 -2.86310
H -2.85180 -8.19317 2.32026
H 1.24801 -6.95885 2.09270
H -3.47361 0.53484 2.28890
H -3.64934 4.11051 -1.54247
H -1.19416 -0.25849 -7.05289
H -0.77502 -0.37808 3.76519
H 0.84370 -2.37851 0.48506
H 2.29174 0.19158 1.66799
H -1.61566 4.18542 4.16942
H 3.56399 -1.83299 -5.67990
```

Formula: C46H37BrLiN3O2Sb
Source: OMol25
Level of theory: ωB97M-V/def2-TZVPD

Output
Net charge: -1
HOMO-LUMO gap (eV): 6.45
HOMO energy (eV): -4.024
DFT total energy (a.u.): -4911.76606
Lowest unoccupied orbital energy (eV): 2.4

```
91
C46H37BrLiN3O2Sb ωB97M-V/def2-TZVPD
Sb 1.88767 -0.99294 0.52473
Br -2.70108 3.41356 -4.44803
O -1.44951 -0.06677 -3.54768
O -2.49829 0.21305 -5.54238
N -1.37400 -2.24801 -1.34930
N -2.70918 -0.50631 0.10634
N -1.85219 1.83639 -0.86320
C -1.69757 -2.64157 -0.15184
C 2.95977 2.52295 -1.93562
C -2.65809 4.29207 0.32694
C 3.76773 -1.96525 0.05209
C -5.33661 0.48883 -1.85190
C 1.26847 1.34668 -3.08725
C 2.13004 2.39035 -3.00714
C -1.58871 -4.33741 1.66033
C -3.24841 3.06000 0.76710
C -0.67244 -4.85281 -0.57139
C 3.60713 -0.07613 3.09182
C 4.23608 -3.02894 0.86142
C 1.25496 0.43333 -2.03991
C -4.55523 1.85802 2.36413
C 2.94353 1.82837 4.59765
C -0.55412 -4.47084 -1.88314
C -4.73885 2.70313 -2.55986
C -3.16720 0.59559 0.73456
C -3.83505 2.15860 -3.44981
C 5.61136 -2.29360 -1.41417
C 2.04810 0.55085 -0.89784
C -0.91832 -3.13105 -2.25968
C 4.45079 -1.63820 -1.09120
C 1.53362 1.12125 2.78848
C 2.45979 0.19229 2.31812
C -2.06471 -3.33406 2.48669
C 1.81952 1.99485 3.90226
C -1.71852 4.24587 -0.66583
C -3.64251 0.80797 -3.57022
C 3.90099 1.85140 0.25164
C -2.49642 -2.10694 2.04854
C 2.97632 1.62078 -0.84917
C -1.32239 -3.97212 0.35356
C -4.15646 3.07414 1.87407
C 0.16913 1.21316 2.15273
C 3.42078 -3.45449 1.98960
C -2.76917 1.88791 0.17287
C -5.54012 1.87645 -1.74089
C 5.40115 -3.71000 0.51996
C -2.39142 -1.66342 0.70448
C -2.37035 0.29553 -4.28741
C -1.32515 3.02334 -1.18760
C 6.14234 -3.29631 -0.63644
C -4.08708 0.67354 1.84428
C 3.82323 0.72239 4.22666
C -4.37412 0.00013 -2.72644
Li -1.84087 -0.10017 -1.60271
H -6.17471 2.35919 -0.96692
H -1.35338 -5.27323 2.09494
H 3.88216 -4.18699 2.58515
H 3.71524 3.31162 -1.96732
H -2.86215 5.19625 0.87471
H 1.09882 2.74585 4.15505
H 3.21107 2.46695 5.41167
H 2.40289 -3.74038 1.74384
H 3.28606 -2.70053 2.71202
H -4.45821 -0.24568 2.19593
H -4.42433 4.00293 2.38727
H -1.22411 5.08461 -1.06973
H 4.61898 2.65510 0.11707
H 0.10783 1.09346 1.10990
H 4.32768 -0.79262 2.86994
H 4.07316 -0.97583 -1.87288
H -0.80326 -2.72153 -3.31067
H -0.52636 3.01105 -1.89144
H -4.76842 3.79258 -2.32110
H 4.47573 0.93513 0.42213
H -0.11418 -5.21111 -2.67250
H 4.74406 0.67473 4.78045
H 7.00966 -3.86349 -1.02007
H -0.46224 0.40671 2.60336
H 0.85041 1.13035 -4.06093
H -2.18203 -3.45556 3.57776
H -2.89281 -1.41566 2.76120
H -5.34619 1.85317 3.16254
H 2.25453 3.07238 -3.82227
H -0.22857 -5.74024 -0.14678
H -0.27858 2.18550 2.28859
H 3.42654 2.07891 1.15581
H -5.93022 -0.14490 -1.24229
H -4.05274 -1.04973 -2.83380
H 5.72893 -4.50375 1.13704
H 0.63489 -0.47753 -2.12285
H 6.07557 -1.96316 -2.32777
```

Formula: C46H37F5GeN3PtS2
Source: OMol25
Level of theory: ωB97M-V/def2-TZVPD

Output
Net charge: +2
HOMO-LUMO gap (alpha / beta) (eV): 5.43 / 4.65
HOMO energy (alpha / beta) (eV): -13.345 / -13.343
DFT total energy (a.u.): -5430.70673
Multiplicity: 2
Lowest unoccupied orbital energy (alpha / beta) (eV): -7.9 / -8.7

```
95
C46H37F5GeN3PtS2 ωB97M-V/def2-TZVPD
Pt 0.39909 0.23824 -0.14763
Ge -1.23858 -1.62851 -1.75608
S -1.00347 -1.05335 1.38962
S 4.62229 -0.14392 2.01509
F -4.52128 2.33748 4.56565
F -0.78946 1.96163 1.79150
F -2.43582 3.47834 3.27126
F -3.49133 -1.79356 2.67073
F -5.09681 -0.27989 4.20397
N 1.24721 2.74072 -2.02874
N 2.10472 0.04626 1.53936
N -0.72725 1.81750 -1.22529
C 2.76996 0.02014 5.62078
C -3.21855 -0.51663 2.83349
C -0.84896 3.64014 -2.76845
C -2.88888 0.67157 -4.92650
C 3.82233 -0.01480 4.72631
C -1.66360 -0.88485 -3.55348
C 1.17278 0.07263 3.83369
C -4.02696 -2.61066 -1.77274
C -2.84658 2.73694 -1.80575
C -2.21384 3.65232 -2.65630
C 3.25857 -0.06315 0.94135
C 1.13070 -3.24108 -1.04219
C -5.03022 -3.96828 -0.05656
C 2.04398 -5.02443 -2.36144
C -2.67452 2.18835 3.13939
C -2.07768 0.02406 2.20927
C 2.21348 0.05598 2.91477
C 2.14004 -4.16437 -1.27783
C -0.54696 1.28585 6.01500
C -1.84446 1.40178 2.37434
C -4.04500 0.25640 3.62168
C -0.80720 -1.15316 -4.61941
C -2.07059 1.82949 -1.14069
C -2.66323 -3.54958 0.00249
C -2.04672 0.38590 -5.99335
C -5.15176 -3.19571 -1.20350
C -2.79886 -2.77272 -1.14212
C 0.95279 -4.96023 -3.21681
C -0.64244 -1.21535 5.81397
C -3.76256 1.60949 3.79464
C 4.53110 -0.47120 -2.56142
C 1.43206 0.02686 5.19618
C 3.54147 -0.01887 3.36666
C 2.12680 -0.34757 -2.57016
C 0.05252 -3.16242 -1.91930
C -2.69627 0.03737 -3.71040
C 3.33880 -0.16598 -0.49666
C 0.69249 -0.14373 7.62742
C -3.79274 -4.14447 0.54802
C 3.32703 -0.48819 -3.25476
C -0.09856 2.72910 -1.99883
C 0.25946 -0.01914 6.16609
C -1.01785 -0.53405 -5.84172
C -0.06332 -4.04160 -2.98590
C 4.54260 -0.31025 -1.18909
C 2.13088 -0.18268 -1.19775
H 0.10593 2.15194 6.12390
H 1.18887 -0.37527 -3.11369
H -1.43585 -1.30478 6.55658
H -0.07211 -2.14479 5.81060
H -0.37080 -0.76836 -6.67626
H -4.12270 -2.03847 -2.68587
H 5.46118 -0.60255 -3.09659
H 0.87797 -5.63270 -4.06053
H -0.93067 -4.01830 -3.63525
H -1.10795 -1.10074 4.83255
H -0.32683 4.31230 -3.43403
H 2.99288 -4.21488 -0.61357
H -3.69106 1.38817 -5.04256
H 1.19495 -2.57452 -0.18800
H 0.15643 0.09174 3.46976
H -2.19605 0.87914 -6.94416
H 1.26690 -1.05472 7.79951
H 4.84323 -0.04978 5.08147
H -3.69746 -4.75133 1.43847
H 5.47577 -0.30654 -0.64078
H -3.35894 0.25547 -2.88283
H 2.99508 0.02396 6.67667
H 1.74151 3.49582 -2.47012
H 3.32009 -0.61091 -4.32919
H -1.69809 -3.69604 0.47118
H 0.00919 -1.85631 -4.50143
H 1.75124 2.15394 -1.38418
H 1.28476 0.71818 7.93590
H -3.91940 2.73115 -1.68448
H -0.19003 -0.18229 8.26522
H -2.80106 4.37451 -3.20669
H -1.31253 1.33127 6.79053
H 2.80691 -5.77379 -2.52405
H -1.03653 1.34317 5.04053
H -6.11753 -3.04337 -1.66671
H -5.90381 -4.45888 0.35168
H -2.51834 1.07859 -0.49852
```